Molecular formula: FH3NO2P
Method: DFT, ωB97M-V/def2-TZVPD

Each line ends with the Mulliken charge.
CARTESIAN COORDINATES (ANGSTROEM)
N1 -1.270 -0.403 -1.169  -0.647
P1 -0.096 -0.065 -0.111  0.974
O1 -0.290 -0.460 1.367  -0.408
O2 0.726 1.505 -0.028  -0.532
F1 1.336 -0.830 -0.325  -0.277
H1 -0.668 -0.382 -2.029  0.240
H2 -1.015 -0.988 1.451  0.320
H3 1.276 1.623 0.843  0.330

## Properties
Net charge: 0
LUMO: 0.25 eV
SMILES: N=P(O)(O)F

Molecular formula: C17H46Cl2N2O7
Method: DFT, ωB97M-V/def2-TZVPD

Each line ends with the Mulliken charge.
CARTESIAN COORDINATES (ANGSTROEM)
Cl1 0.910 2.171 -5.280  -0.202
C1 1.646 2.640 -3.815  -0.701
C2 0.948 2.020 -2.566  -0.619
Cl2 1.153 0.286 -2.647  -0.367
H1 1.464 3.707 -3.689  0.131
H2 2.722 2.534 -3.957  0.444
H3 -0.076 2.284 -2.301  0.862
H4 1.632 2.396 -1.806  0.164
C3 1.248 -2.866 -1.819  -0.141
O1 1.932 -4.016 -1.340  -0.654
H5 1.084 -2.184 -0.985  -0.153
H6 1.782 -2.365 -2.627  0.450
H7 0.343 -3.041 -2.401  0.331
H8 1.396 -4.351 -0.617  0.524
C4 2.027 -0.380 2.597  -0.966
O2 2.407 -0.074 1.241  -0.788
H9 2.854 -0.673 3.244  0.496
H10 1.481 0.519 2.883  0.249
H11 1.399 -1.264 2.499  0.518
H12 1.600 0.004 0.728  1.991
C5 0.961 0.129 -0.666  -0.129
O3 0.607 -0.167 0.684  -0.848
H13 0.654 -0.676 -1.334  -0.276
H14 0.502 1.032 -1.069  -0.990
H15 2.017 -0.036 -0.882  0.336
H16 -0.205 -0.678 0.643  -0.700
C6 0.200 4.662 -2.531  -1.085
O4 -0.061 3.447 -1.942  -0.347
C7 0.433 3.362 -0.627  -0.462
C8 -0.576 2.551 0.182  -0.379
N1 0.089 1.951 1.326  -0.530
C9 -1.037 1.391 2.153  -0.020
C10 -0.365 0.606 3.214  0.033
O5 -1.327 0.382 4.250  -0.523
C11 -1.752 -0.970 4.554  -0.703
H17 1.181 5.053 -2.261  0.438
H18 -0.580 5.292 -2.103  0.294
H19 0.148 4.583 -3.617  0.438
H20 0.663 4.276 -0.078  0.529
H21 1.387 2.835 -0.639  0.273
H22 -0.960 1.766 -0.470  -0.047
H23 -1.412 3.218 0.396  0.681
H24 0.741 1.264 0.974  0.667
H25 -1.693 0.695 1.630  -0.146
H26 -1.598 2.144 2.705  0.559
H27 0.486 1.079 3.704  0.442
H28 -0.002 -0.312 2.752  -0.131
H29 -2.365 -1.350 3.737  0.170
H30 -2.127 -0.725 5.548  0.340
H31 -0.877 -1.607 4.683  0.256
C12 -4.419 -0.116 -2.262  -0.849
O6 -3.389 0.557 -1.519  -0.389
C13 -2.125 -0.105 -1.670  -0.950
C14 -1.875 -0.917 -0.350  -1.086
N2 -0.529 -1.448 -0.225  -0.553
C15 -0.533 -2.075 1.139  0.091
C16 0.794 -2.694 1.615  -1.574
O7 1.252 -3.716 0.790  -0.460
C17 2.383 -4.400 1.278  -0.895
H32 -5.341 0.464 -2.231  0.359
H33 -4.718 -1.060 -1.806  0.298
H34 -4.414 -0.160 -3.351  0.331
H35 -1.368 0.665 -1.821  0.373
H36 -2.001 -0.691 -2.581  0.594
H37 -2.671 -1.659 -0.285  0.838
H38 -2.077 -0.255 0.492  0.202
H39 -0.410 -2.184 -0.907  0.483
H40 -1.222 -2.917 1.211  0.842
H41 -0.632 -1.330 1.929  -0.056
H42 0.511 -3.019 2.617  0.606
H43 1.567 -1.926 1.653  1.075
H44 2.240 -4.629 2.335  0.333
H45 3.237 -3.743 1.114  0.331
H46 2.655 -5.187 0.575  0.344

## Properties
Net charge: 0
LUMO: 0.55 eV

Molecular formula: C5H9NO
Method: DFT, ωB97M-V/def2-TZVPD

Each line ends with the Mulliken charge.
CARTESIAN COORDINATES (ANGSTROEM)
C1 1.765 -0.549 0.782  -1.012
C2 0.365 -0.065 0.565  0.388
C3 -0.163 1.209 0.484  -0.623
C4 -1.603 1.073 0.591  -0.391
C5 -1.871 -0.251 0.985  -0.481
N1 -0.690 -0.905 0.726  -0.139
H1 2.107 -1.091 -0.193  0.262
H2 1.929 -1.347 1.628  0.300
H3 2.404 0.388 1.011  0.266
H4 0.458 2.024 0.205  0.405
H5 -2.482 1.696 0.451  0.369
H6 -2.761 -0.655 1.458  0.391
H7 -0.473 -1.969 0.752  0.275
O1 0.712 0.070 -3.293  -0.676
H8 0.461 0.183 -2.357  0.346
H9 -0.158 0.191 -3.795  0.323

## Properties
Net charge: 0
LUMO: 0.83 eV
SMILES: Cc1ccc[nH]1.O

Values of energy, in order: -17641.41431; -60702.07688; -8867.21752, all in eV.
Values of gap between HOMO and LUMO, in order: 10.7; 8.6; 8.9, all in eV.
Values of ΔE to the lowest compared entry with this formula, charge and spin, in order: 28.1; 554.8; 46.0, all in kcal/mol.